Here is C5H9FN2 in the gas phase at a distorted geometry from the Open Molecules 2025 dataset. Energies are from ωB97M-V/def2-TZVPD.

Structure (XYZ):
```
17
Properties=species:S:1:pos:R:3:forces:R:3:nbo_charge:R:1
C -0.9553 0.5559 0.3306 -1.8 -3.4 -0.9 -0.11
C -0.4661 -0.5638 1.2377 1.1 -2.9 -2.0 -0.42
C 0.9171 -0.9828 0.5720 -1.5 -1.8 5.2 -0.08
C 1.1197 -0.2095 -0.5153 1.6 1.5 -6.4 -0.14
C 0.1893 0.9535 -0.5190 -2.0 -0.4 -1.4 0.19
H -2.9338 -0.1969 0.0115 3.8 -0.5 -2.1 0.36
H -2.1954 0.4060 -1.3855 0.6 -0.7 0.9 0.35
H -1.4108 1.3300 0.8954 -0.4 1.0 0.2 0.20
H -0.4772 -0.1686 2.2092 0.5 -0.4 1.7 0.22
H -0.9403 -1.6563 1.0541 -0.1 3.0 1.2 0.24
H 1.6650 -1.2433 1.3193 0.2 -0.7 -0.6 0.21
H -0.2356 -1.6354 -0.9347 -3.0 -0.2 -0.4 0.36
H 2.0284 0.0723 -1.0924 -0.2 -0.6 1.1 0.22
H -0.3156 1.3398 -1.4951 1.9 -0.1 1.2 0.17
N -1.8920 -0.2106 -0.5796 -4.9 2.1 1.0 -0.85
N 0.6974 -1.6742 -0.7095 3.5 1.6 1.0 -0.57
F 0.9277 1.8253 0.2006 0.7 2.3 0.2 -0.35
```
Positions in Å, forces in eV/Å.

The calculation puts the relative energy (zero: lowest compared OMol25 entry of this formula, charge and spin) at 317.88 kJ/mol. The calculation puts the orbital gap at 10.34 eV. Its LUMO energy is 0.833 eV. Its SMILES is N[C@H]1C[C@H]2N[C@H]2[C@@H]1F. The total energy comes out at -405.1693 a.u. As for the total charge: 0.

Here is 2 unconnected molecules or ions with the total composition C5H9FO2 at a distorted geometry from the Open Molecules 2025 dataset. Energies are from ωB97M-V/def2-TZVPD.

Structure (XYZ):
```
17
Properties=species:S:1:pos:R:3:forces:R:3:nbo_charge:R:1
C 0.3497 2.4621 -0.2239 3.4 -0.8 2.7 -0.32
C 0.3106 1.5046 0.7686 -2.8 0.7 -4.6 -0.27
C -2.5932 -0.6657 -0.3282 1.2 -0.2 1.2 -0.26
C 1.4768 -1.7386 0.2312 -3.3 -0.5 0.8 -0.27
C -0.5694 0.3341 0.5060 1.7 -2.7 -0.2 0.88
O -1.6440 0.4787 -0.2621 0.0 -0.7 0.7 -0.50
O 0.6598 -0.8139 -0.4480 -1.4 2.9 0.4 -0.70
F -0.7138 -0.5090 1.5944 -0.5 1.1 -0.8 -0.35
H 1.3084 3.0488 -0.1818 -1.4 0.1 0.2 0.20
H -0.1454 2.5841 -1.1644 -0.8 -0.6 0.0 0.22
H 0.8775 1.3910 1.6322 1.3 0.3 1.1 0.23
H -1.9622 -1.5796 -0.1585 -1.0 0.7 -0.6 0.22
H -3.1363 -0.5962 -1.2509 0.5 -0.1 -0.8 0.20
H -3.3967 -0.5827 0.4238 0.8 0.2 0.2 0.19
H 2.3167 -1.3688 0.8622 -0.2 -0.2 -0.9 0.16
H 1.5826 -2.4924 -0.5575 1.3 0.0 0.3 0.20
H 0.7167 -2.2498 0.8852 1.2 -0.1 0.3 0.15
```
Positions in Å, forces in eV/Å.

The calculation puts the relative energy (zero: lowest compared OMol25 entry of this formula, charge and spin) at 395.27 kJ/mol. The calculation puts the orbital gap at 9.28 eV. Its LUMO energy is 0.474 eV. The total energy comes out at -446.1122 a.u. As for the total charge: 0.

Here is a molecular structure, C5H9FO2S2 at a distorted geometry from the Open Molecules 2025 dataset. Energies are from ωB97M-V/def2-TZVPD.

Structure (XYZ):
```
19
Properties=species:S:1:pos:R:3:forces:R:3:nbo_charge:R:1
C -0.4597 1.5430 0.6154 0.1 0.3 1.9 0.38
C -0.3630 -0.7835 0.1810 2.1 3.1 -1.7 0.19
C 1.1298 0.3249 -0.4737 -1.2 -3.2 2.0 0.47
C -1.3745 2.0489 -0.4746 -0.6 -1.2 0.5 -0.67
C 0.2165 -1.9746 0.9212 -2.7 2.5 1.4 -0.69
O -0.8673 0.2539 1.0318 0.2 -2.0 -0.9 -0.55
O 0.9214 1.4584 0.2279 -0.7 0.3 -0.6 -0.54
F 1.0796 0.4394 -1.8149 -0.1 0.4 0.0 -0.35
S -1.2892 -1.2614 -1.4049 0.1 0.3 1.7 -0.03
S 2.7477 -0.2877 0.1197 0.4 0.2 -0.1 -0.04
H -0.4346 2.1038 1.6138 -0.2 -0.3 -1.7 0.19
H -2.3098 2.3643 0.0602 0.6 -0.3 -0.9 0.23
H -1.5353 1.1307 -1.1512 0.0 2.0 0.7 0.24
H -0.9091 2.8868 -0.9701 -0.1 0.2 -0.4 0.23
H 0.8593 -2.4680 0.3031 2.6 -0.9 -1.4 0.21
H -0.5249 -2.7548 1.0198 -0.7 0.1 0.9 0.23
H 0.5880 -1.4612 1.8373 0.2 -1.4 -0.4 0.25
H -0.1719 -1.9306 -1.6089 0.2 -0.5 -0.8 0.12
H 2.6969 -1.6322 -0.0328 -0.4 0.5 -0.3 0.13
```
Positions in Å, forces in eV/Å.

The calculation puts the relative energy (zero: lowest compared OMol25 entry of this formula, charge and spin) at 159.65 kJ/mol. The calculation puts the orbital gap at 9.49 eV. Its LUMO energy is 0.535 eV. The total energy comes out at -1242.5483 a.u. As for the total charge: 0.